Entry 1:
Formula: CH10N2O2
Source: OMol25
Level of theory: the ωB97M-V functional and the def2-TZVPD basis

Atoms and positions in Å:
N (0.4671, -1.7109, -1.3345)
H (-0.7923, -1.5668, 0.2033)
H (-0.6392, 0.7731, -0.6531)
H (0.8941, -1.2400, 0.7085)
O (-4.2885, -1.4715, -1.4872)
H (4.5066, 3.6585, 2.6811)
H (1.4000, -1.5132, -1.6712)
H (-3.5979, -0.8854, -1.1720)
O (3.5876, 3.4526, 2.8865)
H (3.5453, 2.4936, 2.8153)
H (-4.7167, -0.8139, -2.0551)
C (0.1489, -1.1043, -0.0469)
N (0.0363, 0.3966, 0.0128)
H (-0.1866, -1.5168, -2.0781)
H (0.8886, 0.6943, -0.4673)

Properties
Structure (SMILES) = NCN.O.O
ΔE to the lowest compared entry with this formula, charge and spin = 70.5 kJ/mol
E_LUMO = 0.55 eV
Frontier orbital gap = 9.726 eV
E_HOMO = -9.18 eV


Entry 2:
Formula: C3H3F6N
Source: OMol25
Level of theory: the ωB97M-V functional and the def2-TZVPD basis

Atoms and positions in Å:
F (0.3030, 1.9080, 2.2140)
F (-1.2244, 1.7647, 0.1284)
H (0.5759, 0.0480, -1.2176)
H (-1.7917, -1.4824, 0.6350)
F (-2.0350, -0.5621, -0.9955)
C (-0.9711, 0.6286, 0.6992)
F (-3.1569, -0.1444, 0.8190)
H (1.5412, 1.1626, -0.2680)
N (1.0057, 0.1495, -0.2570)
F (-1.6584, 1.1749, 2.8820)
F (-0.0107, -0.1766, 2.7366)
C (-1.9650, -0.5081, 0.3372)
C (-0.5708, 0.8565, 2.1491)

Properties
E_LUMO (spin up / spin down) = 0.78 / -2.32 eV
Frontier orbital gap (spin up / spin down) = 9.011 / 9.473 eV
<S²> = 2.01
Multiplicity = 3
E_HOMO (spin up / spin down) = -8.23 / -11.79 eV


The largest force on an atom results, record by record, are as follows: 2.11, 4.23 eV/Å.
The DFT total energy results, record by record, are as follows: -8273.784, -20949.840 eV.